87
Properties=species:S:1:pos:R:3:forces:R:3:lowdin_charge:R:1 method="wB97M-V/def2-TZVPD" homo_ev=-2.100 relative_energy_kj_mol=1169.9 lumo_energy_ha=0.0720 molar_mass_da=613.7 charge=-1
S -3.5452 0.1949 6.1157 -0.8 -0.7 -0.7 0.6892
F 1.2000 -0.1806 6.3620 -0.3 -0.1 -2.7 -0.1717
O 4.2966 -1.1610 -6.1558 0.1 0.5 -1.6 -0.0045
O 3.5810 -0.3151 -8.0524 0.6 -0.4 0.4 -0.0127
O -1.9660 5.6289 1.4937 0.9 1.5 0.7 0.1070
O -4.7521 -0.4322 0.5367 -0.9 0.7 -1.6 0.1066
O 6.2622 -4.4853 -1.6265 -0.3 0.6 -1.8 0.1203
O 5.6688 -1.2724 -7.9952 -1.5 0.5 0.6 0.1025
O -4.7643 -0.1018 -1.7368 -0.7 0.2 0.8 -0.0168
O 5.2026 -3.0289 -3.0529 1.0 -1.8 1.1 -0.0919
O -0.6684 7.5244 1.4519 -0.4 -0.5 0.4 -0.0167
O 6.5654 -4.5268 -3.9036 -0.4 0.4 0.7 -0.0150
O -6.4192 0.7181 -0.5479 0.7 -0.4 -0.2 -0.0176
O -1.3578 6.7666 3.3948 0.2 0.2 -1.3 -0.0164
C -5.0941 -0.9153 5.9733 -0.6 -0.2 -1.0 -0.5716
C -7.0579 0.9208 0.7112 -0.2 0.1 0.4 -0.0546
C 0.9857 -0.2143 4.8925 -0.5 -0.6 -1.4 -0.1810
C 7.4664 -5.6193 -3.7340 0.3 -0.4 0.0 -0.0496
C -3.5368 -0.8235 -1.8186 0.6 -0.3 0.0 -0.0471
C 1.2766 -1.9531 -2.5277 -1.8 0.1 3.6 -0.1025
C -1.4680 0.7700 4.0744 -0.7 -0.6 -0.5 -0.3717
C -1.3894 6.5465 2.0562 -0.4 -0.7 0.1 -0.5619
C 4.5667 -2.4323 -1.9241 -0.3 0.4 0.8 -0.0336
C -2.0805 5.8077 4.1644 -0.3 -0.6 0.4 -0.0455
C 3.7840 -0.0254 -9.4341 0.0 0.1 -0.4 -0.0581
C 0.1935 -3.0696 -0.1380 1.2 3.8 -2.6 -0.0739
C -3.1026 0.5553 4.3324 1.1 -0.6 -1.8 -0.5592
C 4.6221 -0.9490 -7.4561 0.3 -0.2 0.2 -0.5613
C -5.7002 -1.3639 7.4296 -1.0 -0.1 -0.9 -0.2147
C 0.8161 -3.2923 -1.6378 -0.6 3.9 2.0 -0.0994
C 0.1245 1.3795 1.8932 -0.1 0.5 -1.3 -0.2143
C 6.0333 -4.0572 -2.7469 0.0 -0.2 0.8 -0.5411
C -5.2601 0.0158 -0.4792 0.5 -0.3 0.6 -0.5599
C 0.1786 1.3673 0.2217 -0.6 -0.8 -0.1 -0.1934
C 0.4127 -0.1570 -0.3902 0.9 -3.9 -1.9 -0.1196
C 1.0738 -0.4153 -1.9049 -1.0 -3.0 1.7 -0.0439
C -0.6104 -0.5533 4.5245 -0.4 0.7 0.5 -0.2399
C 0.0132 -1.5413 0.4336 1.2 -0.3 -2.8 -0.0119
C -0.6136 7.4200 0.0304 0.0 0.0 -0.4 -0.0586
C -1.3824 1.0320 2.4343 -0.1 0.8 1.5 -0.2687
C 5.3066 -1.8252 -5.3989 0.1 0.1 0.3 -0.0383
H -6.4138 1.4979 1.3823 0.0 -0.3 -0.1 0.0999
H 2.8899 0.4809 -9.8082 0.1 -0.1 0.4 0.0920
H -4.8663 -1.8579 5.2776 -0.3 2.0 1.7 0.0820
H -7.9736 1.4925 0.5374 0.2 -0.1 -0.3 0.0891
H -0.1323 6.4835 -0.2695 -0.3 0.1 0.1 0.0975
H -0.1580 -3.9573 0.5455 0.8 1.9 -1.6 0.0808
H -3.1424 5.8201 3.8980 0.2 -0.1 -0.1 0.0967
H -1.6168 7.4968 -0.4011 0.2 -0.2 0.1 0.0961
H 4.9399 -1.9421 -4.3755 -0.1 0.5 -1.3 0.0620
H 3.9378 -3.1626 -1.4048 0.2 0.2 -0.1 0.0988
H -1.6579 4.8068 4.0296 -0.2 0.1 -0.1 0.0977
H -1.8972 0.1568 1.8526 1.0 1.2 0.5 0.0818
H -3.2330 -0.8558 -2.8685 -0.3 0.2 0.1 0.0927
H -1.9874 6.0811 5.2189 0.2 0.2 -0.3 0.0934
H 6.2233 -1.2273 -5.3700 -0.1 -0.1 -0.2 0.1090
H 5.5048 -2.8205 -5.8095 0.1 0.2 0.0 0.1028
H -2.0357 2.0135 2.2507 1.3 -2.1 0.1 0.1062
H -3.3889 -0.3967 3.6899 -0.1 1.5 1.1 0.0686
H 3.9268 -1.6227 -2.2854 0.2 -0.3 -0.1 0.0742
H -4.9588 -1.9755 8.0972 -1.3 1.5 -1.3 0.0713
H -6.1622 -0.4152 7.9561 1.3 -2.0 -0.8 0.0724
H -6.6281 -2.0829 7.2113 2.0 1.5 0.5 0.0718
H 8.3257 -5.3202 -3.1253 -0.3 -0.1 0.0 0.0987
H -5.8925 -0.2779 5.3707 1.4 -1.4 1.4 0.0733
H 7.8307 -5.9134 -4.7221 -0.2 0.3 0.1 0.0935
H 3.9213 -0.9489 -10.0060 0.1 0.2 0.1 0.0964
H 1.3503 0.8017 4.4062 -1.0 -1.9 1.5 0.0984
H 0.9643 0.6412 2.2373 -1.7 1.4 -0.4 0.0913
H 0.4047 2.5012 2.1871 -0.6 -2.6 -0.3 0.1144
H -1.0279 -1.0850 5.5085 0.7 1.3 -2.1 0.0894
H -3.7141 1.4817 3.9365 1.2 -1.8 0.8 0.0673
H 5.3102 -2.0058 -1.2430 -0.1 -0.2 -0.1 0.1061
H -2.7519 -0.3160 -1.2486 -0.2 -0.2 0.0 0.0867
H -0.4249 -1.4193 1.5116 0.9 -0.2 -2.3 0.0555
H 6.9533 -6.4769 -3.2870 0.1 0.2 0.1 0.0988
H -7.3313 -0.0377 1.1641 0.2 0.2 0.0 0.0968
H -0.7120 -1.3550 3.6705 0.7 0.9 1.3 0.0722
H -0.8721 1.7272 -0.1773 2.0 -0.7 0.8 0.1095
H -3.6694 -1.8517 -1.4668 0.1 0.2 0.1 0.0989
H -0.0124 8.2518 -0.3466 -0.1 -0.1 0.4 0.0896
H 1.6506 -1.0738 4.3994 -1.1 1.6 1.6 0.1044
H 1.7328 -2.1511 -3.6126 -1.1 0.7 2.7 0.0827
H 0.9086 -4.3962 -2.0247 -0.1 2.5 0.6 0.0690
H 1.4081 0.5098 -2.5786 -0.8 -2.3 1.7 0.0836
H 0.9763 2.1202 -0.2061 -1.4 -1.7 0.8 0.1032
H 4.6397 0.6444 -9.5665 0.0 -0.3 0.0 0.0965

***

96
Properties=species:S:1:pos:R:3:forces:R:3:lowdin_charge:R:1 method="wB97M-V/def2-TZVPD" homo_ev="-15.639 / -15.639" multiplicity=2 lumo_energy_ha="-0.3344 / -0.4341" molar_mass_da=840.5 s2=1.157 charge=+3
Ce 0.3558 -0.5210 0.4178 -1.5 1.7 0.1 1.3273
P -0.4488 -3.2751 -0.2778 -1.0 -2.5 -1.0 1.1400
F 2.3787 0.1117 -0.6469 0.1 0.0 0.3 -0.0323
F 2.3149 -1.5141 0.9518 0.3 -0.4 0.3 -0.0006
F 3.8786 0.1725 1.1033 0.0 -0.1 0.0 0.2540
F 4.0859 -1.4241 -0.5523 0.0 0.0 0.1 0.2433
O -0.1605 1.3976 -3.7200 0.1 0.4 0.2 0.1989
O -0.0017 0.5142 -1.6634 0.0 0.0 0.5 -0.1399
N -0.3136 -0.9408 2.7365 0.1 0.1 -0.5 -0.0731
N -1.8093 0.7566 0.5642 0.5 -0.2 0.0 -0.0934
N 0.8261 1.6210 1.5754 -0.1 -0.5 -0.2 -0.0508
N -0.7097 0.0885 3.5286 -0.1 0.0 0.4 0.0310
N 3.9162 0.2770 -4.0948 -0.2 0.0 0.0 0.2238
N -2.0581 2.1249 4.0549 0.2 -0.4 0.1 -0.0445
N -0.8054 3.2037 -1.0050 0.3 0.3 0.0 0.2516
N -2.1907 3.4718 4.0708 0.2 0.3 -0.2 0.0601
N -2.2365 1.1886 1.7759 -0.2 -0.2 0.0 0.0421
N -0.0428 2.2117 2.4486 0.0 0.4 0.0 0.0439
N 3.3284 2.3862 -3.3886 -0.5 0.1 0.1 0.1007
N 3.3373 1.8717 -5.6479 -0.1 0.0 0.1 0.2467
C 2.9131 3.7833 -3.5710 -0.1 0.2 -0.3 -0.1308
C -3.0482 3.7500 5.0327 0.0 -0.2 -0.1 -0.1102
C -2.8927 -2.6122 0.7963 0.1 -0.2 0.0 -0.0976
C 0.4115 3.4333 2.7726 0.0 -0.1 -0.1 -0.0055
C -3.9397 1.4336 0.3819 0.1 -0.1 -0.1 0.0051
C 1.8170 2.5050 1.3672 0.1 0.2 0.0 -0.1185
C 0.4651 -3.7615 -1.8514 0.3 0.8 -0.1 -0.4688
C -0.2009 -3.4261 -3.1836 -0.1 -0.1 0.1 -0.0828
C -2.8370 0.9154 -0.2834 -0.2 0.0 -0.1 -0.1401
C -0.0060 1.4215 -2.5373 -0.1 -0.6 -0.4 -0.4818
C 1.5949 3.6651 2.0904 0.1 -0.1 -0.1 0.0041
C 1.3589 -4.9649 1.0515 0.0 0.0 -0.2 -0.0830
C -3.5124 1.5950 1.6887 -0.1 0.0 0.0 0.0030
C 0.3267 -1.8075 3.5422 0.1 -0.1 0.2 -0.1025
C -2.8761 1.5616 4.9956 -0.1 0.0 0.1 -0.0891
C 3.5117 1.5177 -4.3813 0.4 -0.1 0.0 -0.4200
C 0.3582 -1.3400 4.8458 0.1 -0.1 -0.1 0.0224
C 1.4482 4.0111 -3.9991 0.1 -0.3 0.5 -0.1560
C -3.5164 2.5733 5.6547 -0.1 0.0 -0.1 -0.0271
C -0.3019 -0.1262 4.7893 0.1 -0.1 -0.1 -0.0026
C 0.2624 2.9829 -1.8419 0.1 0.7 0.2 -0.2138
C 1.8340 -3.0667 -1.7923 -0.1 -0.1 0.1 -0.1092
C -0.1368 -4.8324 0.7211 0.5 0.4 0.9 -0.4777
C -2.7738 -2.4146 -1.6820 0.0 -0.2 0.1 -0.0891
C 0.4382 4.1296 -2.8490 0.0 -0.2 -0.3 -0.1192
C -0.9793 -4.9797 1.9895 -0.1 0.0 -0.1 -0.0881
C -2.3062 -3.2513 -0.4786 0.1 1.0 0.2 -0.4670
B -1.2789 1.4131 2.9803 -0.3 0.3 0.2 -0.6505
B 3.3011 -0.6805 0.2455 1.1 0.3 -0.4 -1.1878
H -4.2326 2.4922 6.4541 0.0 0.0 0.0 0.1114
H -4.0474 1.9846 2.5401 0.1 0.0 0.0 0.1415
H -2.6336 -1.5517 0.8315 -0.1 0.0 0.0 0.0451
H 3.1102 4.3000 -2.6326 0.1 0.0 0.0 0.1361
H 1.6928 -1.9864 -1.9321 0.1 0.0 -0.1 0.0682
H 1.9626 -5.1785 0.1703 0.0 0.1 0.0 0.0818
H 2.3584 -3.2394 -0.8552 0.0 0.0 0.0 0.0597
H -2.5533 -3.0758 1.7183 0.0 0.1 0.0 0.0567
H -4.9127 1.6598 -0.0186 0.0 0.0 0.0 0.1204
H -2.9614 0.4929 5.1142 0.0 0.0 0.0 0.1289
H 3.4870 2.0548 -2.4505 0.1 0.0 -0.1 0.1484
H -2.7871 -2.9801 -2.6072 0.1 0.1 0.0 0.0757
H 1.1132 3.2413 -4.6866 0.0 -0.1 -0.2 0.0977
H 4.1699 0.0175 -3.1561 0.0 0.0 0.0 0.1231
H -0.1449 4.0521 3.4549 -0.1 0.0 0.0 0.1200
H -1.6018 3.7341 -1.3431 0.0 -0.1 0.1 0.1583
H 0.7371 4.9879 -2.2402 -0.1 0.0 0.1 0.1372
H 3.4667 1.2053 -6.3917 0.0 0.1 0.0 0.1469
H 2.6662 2.2579 0.7498 -0.1 -0.1 0.0 0.1154
H -0.8469 -4.1431 2.6754 0.0 0.0 0.0 0.0605
H 1.4120 4.9641 -4.5284 0.0 0.0 0.0 0.1336
H -1.1107 -3.9974 -3.3458 0.0 0.0 0.0 0.0827
H 2.4827 -3.4242 -2.5929 -0.1 0.0 0.0 0.1112
H -2.6395 -4.2872 -0.5706 0.2 -0.1 0.0 0.1343
H 2.2131 4.5449 2.1338 0.0 0.0 0.1 0.1198
H 1.7470 -4.0608 1.5262 0.0 0.0 0.0 0.0660
H -0.5408 4.3657 -3.2736 0.0 0.0 0.0 0.1370
H -3.3076 4.7740 5.2467 0.0 0.0 0.0 0.1181
H 0.6026 -4.8420 -1.7904 -0.1 0.0 0.2 0.1215
H -0.4196 -2.3601 -3.2674 0.0 0.0 -0.1 0.0784
H -2.0384 -5.0981 1.7689 0.0 0.0 0.0 0.0822
H 1.5080 -5.7913 1.7450 0.0 0.0 0.0 0.1001
H 3.5831 4.2349 -4.3056 0.0 0.0 0.0 0.1328
H 3.0258 2.7928 -5.9014 0.0 0.0 0.0 0.1252
H -3.9798 -2.6868 0.7684 0.0 0.0 0.0 0.1087
H -3.7909 -2.0660 -1.5020 0.0 0.0 0.0 0.0976
H -0.7316 3.0764 -0.0006 -0.1 -0.3 -0.1 0.1176
H 0.7186 -2.7383 3.1616 0.1 0.1 -0.1 0.1072
H -0.6627 -5.8843 2.5089 0.0 0.0 0.0 0.1026
H -2.1380 -1.5333 -1.8155 -0.1 0.0 -0.1 0.0542
H -0.4261 -5.6332 0.0337 -0.1 0.2 -0.2 0.1295
H 0.8136 -1.8019 5.7044 -0.1 0.0 0.0 0.1260
H -2.7397 0.6657 -1.3290 0.0 -0.1 0.1 0.1172
H 0.4920 -3.6943 -3.9831 0.0 0.0 0.0 0.1002
H 1.1618 2.7898 -1.2533 0.0 -0.2 0.0 0.1335
H -0.4885 0.5890 5.5731 0.0 0.0 0.0 0.1473
H 4.1312 -0.3738 -4.8315 0.1 0.0 0.0 0.1379